DFT (wB97M-V/def2-TZVPD) results for the molecule C3H6N2O at a distorted geometry.

Calculated values
- HOMO-LUMO gap (eV) = 9.81
- SMILES = C=NNCC=O
- total energy (Ha) = -302.59104
- HOMO level (eV) = -8.989
- net charge = 0
- energy relative to the best compared isomer or geometry (same formula, charge and spin) (kcal/mol) = 64.0

Cartesian coordinates (Å):
C  -0.902  0.634  -1.956
C  -0.030  -0.475  0.527
C  0.744  -0.637  1.804
H  -1.261  1.185  -2.843
H  -1.487  -0.184  -1.491
H  1.272  0.979  0.206
H  -1.020  -0.065  0.848
H  -0.302  -1.486  0.139
H  0.361  -1.379  2.521
N  0.195  1.036  -1.443
N  0.693  0.392  -0.385
O  1.738  -0.001  2.074

***

DFT (wB97M-V/def2-TZVPD) results for a structure of composition C10H15Cl3GeN6OPSn at a distorted geometry.

Calculated values
- HOMO-LUMO gap (spin up / spin down) (eV) = 6.64 / 3.56
- total energy (Ha) = -4806.47348
- HOMO level (spin up / spin down) (eV) = -13.443 / -13.423
- net charge = +2
- 2S+1 = 2

Cartesian coordinates (Å):
Sn  -1.919  1.729  -0.708
N  -6.077  0.654  0.629
C  -5.099  1.434  0.182
O  -3.931  0.957  0.006
C  -5.398  2.817  -0.100
C  -4.279  3.487  -0.526
N  -3.184  3.733  -0.847
C  -6.711  3.320  -0.004
N  -7.810  3.655  0.059
H  -5.893  -0.313  0.835
H  -7.011  1.009  0.762
C  4.217  -1.174  -0.955
N  3.203  -1.883  -1.868
C  2.643  -3.091  -1.103
N  2.096  -2.685  0.139
C  3.107  -2.028  0.960
N  3.618  -0.840  0.284
C  2.635  0.230  0.193
P  1.133  -0.252  -0.825
C  2.111  -0.952  -2.278
C  0.870  -1.908  0.019
H  4.565  -0.283  -1.478
H  5.048  -1.863  -0.805
H  3.693  -2.222  -2.699
H  3.474  -3.779  -0.944
H  1.891  -3.565  -1.734
H  3.931  -2.721  1.137
H  2.675  -1.747  1.919
H  3.102  1.113  -0.250
H  2.301  0.500  1.196
H  2.545  -0.128  -2.845
H  1.426  -1.486  -2.939
H  0.129  -2.486  -0.539
H  0.463  -1.725  1.015
Cl  -2.450  3.181  4.808
Ge  -0.912  3.927  3.520
Cl  0.957  3.123  4.205
Cl  -1.160  2.263  1.581

***

DFT (wB97M-V/def2-TZVPD) results for a cluster of 24 separate species, C9H64NO24 in total at a distorted geometry.

Calculated values
- HOMO-LUMO gap (eV) = 4.86
- total energy (Ha) = -2241.85079
- HOMO level (eV) = -3.783
- net charge = -1
- energy relative to the best compared isomer or geometry (same formula, charge and spin) (kcal/mol) = 39.4

Cartesian coordinates (Å):
C  1.299  0.751  1.552
C  -0.060  0.691  0.825
C  -0.190  1.956  -0.038
C  0.599  1.863  -1.338
C  0.128  0.672  -2.161
C  0.148  -0.647  -1.366
N  -0.348  -0.469  0.006
O  -0.532  -1.666  0.727
C  1.590  -1.199  -1.373
C  -0.763  -1.607  -2.119
C  -1.153  0.896  1.902
H  1.342  1.589  2.243
H  2.134  0.767  0.836
H  1.536  -0.166  2.092
H  0.209  2.795  0.540
H  -1.242  2.104  -0.300
H  1.670  1.957  -1.137
H  0.300  2.757  -1.903
H  0.838  0.664  -3.000
H  -0.812  0.872  -2.680
H  2.280  -0.443  -0.998
H  1.876  -1.504  -2.389
H  1.673  -2.115  -0.796
H  -1.794  -1.251  -2.156
H  -0.738  -2.630  -1.745
H  -0.439  -1.665  -3.163
H  -0.992  0.270  2.780
H  -2.174  0.770  1.543
H  -1.105  1.942  2.232
O  -1.801  -4.590  -3.637
H  -1.583  -5.321  -4.225
H  -1.373  -3.816  -4.024
O  -0.270  -2.439  3.808
H  0.085  -2.309  2.915
H  -1.122  -2.865  3.667
O  0.534  -4.212  0.362
H  -0.092  -3.495  0.641
H  0.913  -3.883  -0.455
O  -4.642  1.635  0.136
H  -4.886  1.524  1.063
H  -4.778  2.569  -0.053
O  1.134  -2.760  -4.881
H  1.959  -3.077  -5.263
H  1.050  -3.235  -4.030
O  2.014  -2.378  1.827
H  2.681  -2.497  1.149
H  1.253  -1.957  1.369
O  2.639  0.180  -5.031
H  3.422  -0.191  -5.449
H  2.179  -0.582  -4.651
O  -2.835  0.070  4.870
H  -2.407  0.924  5.019
H  -3.468  -0.020  5.589
O  3.925  3.348  1.373
H  3.979  4.311  1.343
H  3.998  3.063  0.458
O  2.287  3.929  3.656
H  2.765  3.497  2.927
H  1.621  4.479  3.225
O  1.771  -0.434  4.856
H  1.245  0.382  4.829
H  1.118  -1.118  4.646
O  2.396  5.151  -2.012
H  2.843  4.295  -2.036
H  3.094  5.794  -1.838
O  -2.299  3.315  5.120
H  -3.098  3.139  5.628
H  -2.615  3.592  4.252
O  -1.364  -5.846  -1.115
H  -1.432  -5.456  -2.006
H  -0.708  -5.308  -0.627
O  -3.075  -2.078  2.470
H  -2.784  -1.290  2.938
H  -2.679  -1.991  1.586
O  0.549  2.151  4.944
H  1.146  2.808  4.525
H  -0.331  2.536  4.912
O  -4.594  -3.026  -1.537
H  -4.291  -2.448  -0.809
H  -3.801  -3.507  -1.793
O  -3.354  -0.876  -0.202
H  -3.629  0.051  -0.164
H  -2.377  -0.839  -0.287
O  -1.244  -1.673  -6.090
H  -0.504  -2.079  -5.612
H  -1.517  -0.933  -5.539
O  3.856  0.288  3.173
H  3.125  0.142  3.818
H  3.402  0.313  2.326
O  0.011  5.646  -0.573
H  -0.471  4.819  -0.476
H  0.890  5.371  -0.874
O  -0.105  5.042  -3.693
H  0.755  5.068  -3.249
H  0.027  4.463  -4.452
O  1.515  -4.251  -2.420
H  1.680  -5.197  -2.309
H  2.382  -3.875  -2.623

***

DFT (wB97M-V/def2-TZVPD) results for a cluster of 2 separate species, C6H15NO3S in total at a distorted geometry.

Calculated values
- HOMO-LUMO gap (eV) = 9.33
- total energy (Ha) = -916.13527
- HOMO level (eV) = -9.042
- net charge = 0
- energy relative to the best compared isomer or geometry (same formula, charge and spin) (kcal/mol) = 87.9

Cartesian coordinates (Å):
C  2.144  -1.278  -0.032
C  -0.165  -1.918  0.535
C  -0.164  0.696  -1.411
C  -0.707  0.686  0.912
C  1.478  1.403  0.155
C  0.886  -0.931  0.091
N  0.355  0.462  -0.049
O  -3.451  1.595  -0.011
O  -3.344  -0.279  1.634
O  -2.782  -0.645  -0.780
S  -3.572  0.142  0.220
H  2.561  -2.243  0.150
H  2.923  -0.579  -0.140
H  -5.017  -0.160  0.108
H  -0.505  -1.868  1.577
H  -1.005  -1.647  -0.088
H  0.110  -3.010  0.502
H  0.659  0.332  -2.098
H  -1.070  -0.047  -1.372
H  -0.506  1.663  -1.611
H  -1.207  1.619  0.780
H  -1.665  -0.010  0.861
H  -0.349  0.507  1.879
H  1.243  2.433  0.239
H  2.009  1.136  1.100
H  2.126  1.248  -0.743